[1]
{
  "formula": "C16H25IN5RhS",
  "method": "the ωB97M-V functional and the def2-TZVPD basis",
  "fmax_ha_per_bohr": 0.0034,
  "e_above_lowest_kj_mol": 0.0,
  "spin_multiplicity": 5,
  "total_charge": 2,
  "elements": ["Rh", "N", "C", "C", "N", "C", "C", "N", "H", "H", "H", "H", "H", "H", "H", "H", "H", "H", "H", "H", "H", "I", "C", "C", "C", "C", "C", "C", "C", "C", "C", "C", "H", "H", "H", "H", "H", "H", "C", "N", "C", "N", "S", "H", "H", "H", "H", "H", "H"],
  "xyz": [[-0.179288, -0.689772, -0.545253], [1.410125, -2.102280, 0.692576], [0.720634, -3.278644, 1.257020], [-0.720115, -2.937625, 1.599404], [-1.444358, -2.314084, 0.474509], [-1.974551, -3.236577, -0.554895], [-0.958438, -3.602655, -1.625215], [-0.329773, -2.389176, -2.187792], [2.236395, -2.392100, 0.179737], [1.742184, -1.501377, 1.439719], [1.214936, -3.648636, 2.157441], [0.765058, -4.082987, 0.527283], [-0.732740, -2.218497, 2.421373], [-1.235153, -3.838620, 1.945045], [-2.239689, -1.816583, 0.860524], [-2.818766, -2.729491, -1.026801], [-2.361195, -4.149951, -0.093755], [-1.465837, -4.188710, -2.393780], [-0.170198, -4.234535, -1.224130], [-0.934945, -1.974600, -2.891530], [0.531031, -2.635810, -2.664924], [2.106138, 0.446591, -2.156368], [2.796304, 1.103201, -0.293866], [4.136761, 1.444687, -0.193641], [4.630264, 1.973512, 0.995417], [3.780494, 2.178869, 2.066356], [2.421224, 1.849238, 1.966613], [1.541481, 2.090685, 3.050292], [0.184192, 1.805678, 2.954359], [-0.315491, 1.262224, 1.784701], [0.524454, 0.863409, 0.713291], [1.898813, 1.269872, 0.772767], [4.798876, 1.308686, -1.038064], [5.677683, 2.231186, 1.071640], [4.158883, 2.592862, 2.992513], [1.939417, 2.541317, 3.951547], [-0.474685, 2.027688, 3.783183], [-1.384230, 1.094369, 1.699687], [-3.564635, 3.936966, -2.437696], [-3.446651, 2.527616, -2.085372], [-2.317973, 1.928033, -1.751440], [-1.192377, 2.634004, -1.707493], [-2.348597, 0.240135, -1.389841], [-4.603120, 4.146355, -2.671962], [-2.962464, 4.169632, -3.317461], [-3.267311, 4.572258, -1.601961], [-4.269109, 1.946512, -2.114612], [-1.163953, 3.615093, -1.932496], [-0.339703, 2.162033, -1.456651]],
  "forces_ev_per_angstrom": [[0.0, -0.1, -0.1], [0.0, 0.0, 0.0], [0.0, 0.0, 0.0], [0.0, 0.0, 0.0], [0.0, 0.0, 0.0], [0.0, 0.0, 0.0], [0.0, 0.0, 0.0], [0.0, 0.0, 0.0], [0.0, 0.0, 0.0], [0.0, 0.0, 0.0], [0.0, 0.0, 0.0], [0.0, 0.0, 0.0], [0.0, 0.0, 0.0], [0.0, 0.0, 0.0], [0.0, 0.0, 0.0], [0.0, 0.0, 0.0], [0.0, 0.0, 0.0], [0.0, 0.0, 0.0], [0.0, 0.0, 0.0], [0.0, 0.0, 0.0], [0.0, 0.0, 0.0], [0.0, 0.0, 0.1], [0.1, 0.0, 0.0], [0.0, 0.0, 0.0], [0.0, 0.0, 0.0], [0.0, 0.0, 0.0], [0.0, 0.0, 0.0], [0.0, 0.0, 0.0], [0.0, 0.0, 0.0], [0.0, 0.0, 0.0], [0.0, 0.1, 0.0], [0.0, 0.0, 0.0], [0.0, 0.0, 0.0], [0.0, 0.0, 0.0], [0.0, 0.0, 0.0], [0.0, 0.0, 0.0], [0.0, 0.0, 0.0], [0.0, 0.0, 0.0], [0.0, 0.0, 0.0], [0.0, 0.0, 0.0], [0.0, 0.0, 0.0], [0.0, 0.0, 0.0], [0.0, 0.0, 0.0], [0.0, 0.0, 0.0], [0.0, 0.0, 0.0], [0.0, 0.0, 0.0], [0.0, 0.0, 0.0], [0.0, 0.0, 0.0], [0.0, 0.0, 0.0]],
  "mulliken_spin": [2.461, 0.121, -0.009, 0.010, 0.108, 0.006, -0.018, 0.081, -0.005, -0.016, 0.006, 0.000, -0.002, 0.002, -0.011, 0.000, 0.002, 0.002, 0.000, -0.004, -0.003, 0.113, 0.045, 0.012, 0.016, 0.115, 0.005, 0.231, 0.024, 0.041, 0.479, -0.066, -0.007, 0.002, 0.005, 0.001, 0.008, 0.018, 0.000, 0.022, -0.012, 0.011, 0.203, 0.000, 0.001, 0.001, 0.003, 0.001, -0.003]
}

---

[2]
{
  "formula": "C22H29N3O6",
  "method": "the ωB97M-V functional and the def2-TZVPD basis",
  "fmax_ha_per_bohr": 0.0385,
  "e_above_lowest_kj_mol": 329.9,
  "total_charge": 0,
  "elements": ["C", "C", "N", "C", "C", "C", "C", "C", "C", "C", "C", "C", "N", "C", "C", "C", "O", "O", "C", "C", "O", "C", "C", "C", "O", "N", "C", "O", "C", "C", "O", "H", "H", "H", "H", "H", "H", "H", "H", "H", "H", "H", "H", "H", "H", "H", "H", "H", "H", "H", "H", "H", "H", "H", "H", "H", "H", "H", "H", "H"],
  "xyz": [[-5.195022, -3.083428, 2.177213], [-4.198590, -1.995333, 2.667820], [-2.952829, -2.140939, 1.897759], [-1.811143, -1.488283, 2.599525], [-0.470084, -2.150525, 2.184675], [0.499102, -1.245810, 1.444468], [0.238620, 0.025985, 1.003290], [1.192349, 0.800556, 0.370117], [0.779882, 2.205731, -0.022392], [-0.537071, 2.289357, -0.863895], [-0.766957, 1.090408, -1.801710], [-1.710847, 1.446855, -2.989076], [-1.098947, 1.167734, -4.316681], [2.467053, 0.332583, 0.141140], [3.575339, 1.135903, -0.508223], [3.229754, 1.693534, -1.874775], [2.396810, 1.252139, -2.608732], [3.992953, 2.814223, -2.273283], [3.314056, 4.025867, -2.105764], [3.310058, 4.755367, -0.773862], [2.756549, 4.524045, -3.046846], [2.719207, -0.950774, 0.569042], [1.770899, -1.715183, 1.202556], [2.397066, -3.049435, 1.582004], [2.030190, -3.863470, 2.380602], [3.599837, -3.100210, 0.783466], [4.005623, -1.765504, 0.468100], [5.123165, -1.426584, 0.186214], [-3.063568, -1.549184, 0.587524], [-2.300828, -2.271426, -0.521971], [-3.721665, -0.559633, 0.364879], [-5.764134, -2.679081, 1.337562], [-5.830115, -3.433302, 2.991201], [-4.584743, -3.923757, 1.838894], [-3.982923, -2.227282, 3.713224], [-4.640173, -0.994861, 2.612391], [-1.849122, -0.408129, 2.415017], [-1.953817, -1.627306, 3.671267], [0.014059, -2.496334, 3.099795], [-0.722412, -3.021697, 1.579043], [-0.739992, 0.469087, 1.144903], [1.578279, 2.774072, -0.490488], [0.557164, 2.717110, 0.924901], [-0.465425, 3.200318, -1.464866], [-1.364885, 2.358321, -0.152419], [-1.235109, 0.264261, -1.262715], [0.198548, 0.749082, -2.183225], [-2.595554, 0.804146, -2.948285], [-2.051111, 2.484296, -2.931533], [-1.187644, 0.164342, -4.431910], [-0.107951, 1.367973, -4.221175], [4.420955, 0.455124, -0.664047], [3.944297, 1.914565, 0.164501], [3.818217, 5.716642, -0.837793], [3.691850, 4.157476, 0.056917], [2.266684, 4.980026, -0.536408], [3.304953, -3.644928, -0.024521], [-2.059374, -3.274574, -0.168043], [-2.879421, -2.299062, -1.443564], [-1.352057, -1.751091, -0.691809]],
  "forces_ev_per_angstrom": [[0.7, 0.7, 0.0], [-0.6, -1.0, 0.0], [0.0, 0.8, 0.4], [0.1, -0.5, -0.4], [-0.6, 1.1, 0.3], [-0.4, -0.9, 0.7], [-0.5, 0.2, 0.1], [-0.3, 1.4, -0.6], [-0.8, -0.1, 0.5], [0.7, -0.6, 0.2], [-0.5, 0.6, -0.2], [0.4, -0.7, -0.3], [-0.3, 0.2, 0.8], [0.8, 0.1, -0.3], [0.1, -0.1, -0.2], [-0.4, 0.0, -0.2], [0.6, 0.1, 0.3], [-0.3, -0.1, 1.0], [-0.7, 1.3, -1.3], [-0.2, -0.8, 0.5], [0.5, -0.6, 0.6], [1.3, -0.2, 0.1], [0.4, -0.9, 0.6], [-0.5, 1.5, -0.2], [0.2, 0.0, -0.7], [0.3, -1.2, 0.7], [-1.1, 0.2, -0.5], [-0.6, -0.2, 0.0], [-0.1, -0.1, -0.6], [0.2, 0.0, 0.8], [0.1, -0.4, 0.1], [-0.2, -0.3, 0.1], [-0.2, 0.2, -0.2], [-0.2, 0.0, 0.0], [0.3, 0.2, -0.1], [0.1, 0.0, 0.0], [0.1, -0.1, 0.2], [-0.1, -0.1, -0.1], [0.1, -0.2, -0.3], [0.3, -0.1, 0.1], [0.0, 0.0, 0.0], [0.0, -0.2, 0.0], [0.2, 0.1, -0.1], [-0.3, 0.0, 0.2], [-0.1, 0.3, -0.3], [0.2, 0.1, 0.1], [-0.2, 0.0, 0.0], [-0.1, 0.3, 0.1], [0.1, 0.0, -0.1], [0.3, 0.0, -0.3], [0.0, 0.0, -0.3], [0.0, 0.2, 0.0], [-0.1, 0.1, -0.2], [0.2, -0.2, -0.2], [0.2, 0.2, -0.2], [0.1, 0.0, -0.2], [0.9, -0.2, -0.2], [-0.1, 0.0, -0.3], [0.0, 0.1, 0.1], [-0.1, 0.0, -0.1]],
  "mulliken_charge": [-1.185, -0.397, 0.167, -1.244, -0.831, 0.452, -0.296, 0.149, 0.330, -1.186, 0.965, -0.752, -0.735, 0.602, -0.507, -0.017, -0.443, -0.349, 0.790, -0.932, -0.504, 0.396, -0.068, -0.145, -0.516, -0.357, -0.015, -0.539, 0.623, -1.235, -0.565, 0.284, 0.389, 0.305, 0.470, 0.334, 0.370, 0.588, 0.687, 0.365, 0.238, -0.997, 0.644, 0.651, 0.324, -1.001, 0.239, 0.398, 0.375, 0.298, 0.334, 0.457, 0.286, 0.355, 0.290, 0.309, 0.347, 0.395, 0.471, 0.144]
}

---

[3]
{
  "formula": "H80O40",
  "method": "the ωB97M-V functional and the def2-TZVPD basis",
  "fmax_ha_per_bohr": 0.0933,
  "e_above_lowest_kj_mol": 1078.9,
  "total_charge": 0,
  "elements": ["H", "H", "O", "H", "H", "O", "H", "H", "O", "H", "H", "O", "H", "H", "O", "H", "O", "H", "O", "H", "H", "O", "H", "H", "O", "H", "H", "O", "H", "H", "O", "H", "O", "H", "H", "O", "H", "H", "O", "H", "H", "O", "H", "H", "O", "H", "H", "O", "H", "H", "O", "H", "O", "H", "H", "O", "H", "O", "H", "H", "O", "H", "H", "O", "H", "H", "O", "H", "H", "O", "H", "H", "O", "H", "H", "O", "H", "H", "O", "H", "H", "O", "H", "H", "O", "H", "H", "O", "H", "O", "H", "H", "O", "H", "H", "H", "H", "H", "H", "O", "H", "H", "O", "H", "H", "O", "H", "H", "O", "H", "H", "O", "H", "H", "O", "H", "H", "O", "H", "H"],
  "xyz": [[-1.281828, 0.750894, 2.703729], [-1.476904, 0.031935, 4.227653], [-1.858709, 0.273959, 3.399467], [-2.535213, 1.373342, -1.495307], [-3.636776, 2.289962, -1.603706], [-3.513606, 1.329828, -1.595466], [2.057757, -5.670007, 2.631393], [0.669977, -4.983635, 1.764164], [1.624615, -5.239360, 1.779649], [-1.437174, -5.797086, 1.560198], [-1.756515, -4.348325, 1.198217], [-1.119760, -4.933013, 1.553760], [-6.313321, 0.561994, -1.750638], [-5.774960, -0.859383, -1.942879], [-6.315141, -0.288828, -1.368578], [-4.196630, -1.113953, 2.902819], [-4.531245, -1.943334, 3.318717], [1.902114, 1.905410, 0.485400], [2.619729, 2.028877, -0.181445], [4.636746, 0.854933, 0.308755], [4.500776, -0.599786, 0.727289], [4.658801, -0.021316, -0.050525], [-0.968517, 3.541193, 3.324482], [-2.438613, 3.843175, 2.846217], [-1.811940, 3.774812, 3.617297], [5.491284, 3.101445, 0.722721], [5.821785, 3.284433, -0.702089], [5.919152, 2.556793, -0.087781], [1.083974, 3.393149, -3.056589], [1.294777, 1.987491, -2.548240], [0.751300, 2.724349, -2.498858], [1.178951, -2.815577, 1.634116], [0.745199, -2.036181, 1.996009], [3.000187, 0.597325, -4.669299], [4.422692, 0.742243, -5.104986], [3.555215, 0.448679, -5.440707], [-5.318727, -3.879028, 1.228990], [-4.376877, -4.093047, -0.114467], [-5.271993, -4.028921, 0.273012], [-0.548037, 0.595628, -1.430341], [-0.793569, 1.976093, -1.188490], [-1.016518, 1.095056, -0.697530], [-0.709916, 4.437636, 0.215629], [0.410414, 5.107203, 1.006033], [0.120186, 4.238414, 0.731737], [-0.057750, -1.409155, -1.346570], [0.074747, -1.554380, 0.327846], [0.065624, -1.023987, -0.481205], [-4.127850, 4.106224, 1.028779], [-4.348107, 4.512607, 2.366179], [-4.030710, 4.901626, 1.554763], [1.579744, 0.033241, -1.587610], [2.069638, -0.485040, -2.367033], [-2.626504, 3.589346, -3.214898], [-2.656159, 5.174069, -2.939522], [-2.463325, 4.306027, -2.653520], [3.628691, -2.103216, 2.204558], [3.799323, -1.136890, 2.569640], [4.457517, -3.611430, -2.685786], [3.179033, -4.366933, -2.418832], [3.668505, -3.694585, -2.038326], [-0.380587, -4.048952, -1.321688], [-1.336761, -3.026988, -0.746671], [-0.622223, -3.566062, -0.486556], [-0.990382, -3.558877, -3.256579], [-2.318936, -2.775005, -3.339937], [-1.332260, -2.582354, -3.237590], [-4.105929, -0.956085, -3.245960], [-4.491300, 0.459842, -3.117428], [-4.255808, -0.148133, -3.802510], [2.252867, 5.008258, -1.109470], [0.801583, 4.617933, -1.363629], [1.471546, 5.223932, -1.609667], [-0.962088, -1.251903, -3.868144], [-0.356138, -0.170970, -4.960385], [-0.514247, -0.334931, -4.031339], [4.860223, 2.395558, 3.009609], [3.870645, 3.433105, 2.862026], [4.850019, 3.347022, 2.841435], [0.392665, -0.416881, 4.206153], [1.348741, -1.233303, 3.610849], [1.297834, -0.809797, 4.454343], [2.971041, 0.480208, 4.324725], [2.819914, 1.179096, 5.339053], [2.844164, 1.413568, 4.389347], [3.260841, 0.779628, -2.036044], [4.570229, 1.204477, -1.874340], [3.797758, 1.499454, -2.349972], [4.079025, -2.424658, 0.274556], [3.745656, -2.949899, 1.045085], [3.855407, -1.348480, -3.774545], [2.694784, -2.082023, -4.560024], [3.673928, -2.059560, -4.367356], [1.331210, -0.671169, -2.988651], [-4.324053, -2.583551, 2.647574], [4.313309, -1.492235, 3.262412], [2.833225, 2.931757, -0.211153], [-0.138874, -2.303052, 1.887982], [3.316366, -3.768446, 0.611323], [0.812188, 0.850628, 1.580146], [1.477449, 0.009988, 1.452600], [1.295584, 1.483115, 2.216424], [-0.605903, -5.517379, -2.780694], [0.208541, -5.869617, -2.449396], [-1.329730, -6.103021, -2.452419], [-2.114769, 5.321679, -0.238342], [-2.295324, 4.825151, -1.028542], [-2.613234, 5.160249, 0.528569], [-2.118395, -1.459880, 1.818120], [-2.046828, -0.744016, 1.154866], [-2.327129, -1.045635, 2.682687], [0.687866, 1.272809, 5.811942], [1.331814, 1.244371, 5.003728], [0.166553, 0.516597, 5.963853], [-5.103320, 0.490995, 1.107707], [-5.753508, 0.635958, 0.380045], [-5.615505, 0.147855, 1.833893], [-3.802898, -2.151089, -1.402071], [-3.130049, -1.562977, -1.191268], [-4.285770, -2.623319, -0.731913]],
  "forces_ev_per_angstrom": [[-0.5, -1.2, 2.2], [0.9, 0.6, 0.6], [-0.3, 1.9, -1.5], [-0.1, -1.2, 0.4], [-0.8, -0.1, 0.0], [0.2, 1.3, -0.2], [-2.4, 1.7, -2.6], [0.6, -0.7, 1.0], [1.7, -0.8, 1.4], [-1.1, -2.1, 0.1], [-0.8, 0.8, -0.7], [1.9, 0.8, 1.4], [0.0, 1.4, -1.0], [-0.2, 0.4, 0.4], [-0.2, -1.7, 0.5], [-0.4, -0.8, 0.4], [0.0, 1.3, 0.0], [0.4, 0.3, -0.8], [-1.2, -2.1, 1.3], [-0.1, 1.0, 0.1], [0.2, 0.8, -0.3], [0.0, -2.0, 0.3], [1.9, -0.5, -1.2], [1.6, -0.1, 1.0], [-3.4, 0.7, 0.1], [1.5, -2.2, -1.8], [0.2, 0.0, -1.0], [-1.7, 2.4, 3.1], [0.9, 1.1, -1.0], [2.0, -1.9, -0.2], [-3.0, 0.7, 1.1], [0.9, -0.1, 0.1], [1.8, -0.1, -0.2], [-0.1, 0.1, 0.2], [-0.5, -0.2, -0.3], [0.5, 0.6, 0.1], [0.7, -0.1, -0.5], [-0.5, -0.5, 1.3], [0.0, 0.1, -0.8], [-0.9, 0.0, 1.7], [-0.4, -1.1, 1.8], [1.2, 2.6, -3.8], [0.7, 0.1, 0.7], [0.1, 0.4, 0.0], [-0.5, -0.6, -0.3], [0.1, -1.3, 0.5], [0.2, -0.5, -1.0], [0.2, 1.3, 0.1], [-0.1, -0.2, -0.9], [-0.3, 0.5, 1.1], [-0.2, -0.7, 0.1], [1.5, -1.9, -2.0], [-2.4, 1.3, 1.8], [-0.5, -1.0, -1.8], [-0.5, 1.0, -1.3], [1.0, -0.1, 2.7], [-0.3, 2.3, -0.2], [-1.1, -1.4, -0.7], [-2.1, 0.1, 1.5], [-1.6, -2.1, -1.2], [3.6, 1.9, 0.0], [-0.4, 0.6, 1.3], [-1.3, 1.2, -0.6], [1.5, -1.8, -1.0], [-0.4, 2.4, -0.1], [1.6, 0.7, 0.3], [-1.7, -3.9, 0.1], [-0.1, 0.9, -0.9], [0.2, 1.1, 0.7], [0.0, -2.2, 0.0], [0.1, -0.2, 0.2], [-0.7, -1.1, 0.8], [0.8, 1.7, -1.1], [1.2, 2.0, -1.0], [-0.2, -0.2, -0.2], [-0.3, -1.2, 1.0], [0.6, -0.1, 0.1], [0.8, 0.5, 0.0], [-1.4, -0.4, -0.3], [1.9, -0.4, 1.1], [1.0, -1.3, -1.2], [-2.7, 0.8, -0.3], [0.2, -2.0, -2.6], [0.2, 2.1, 0.9], [0.6, 0.2, 1.4], [-0.9, -0.3, -0.2], [1.1, 0.5, 0.2], [0.9, 0.3, -1.0], [-0.5, -0.7, 0.7], [-0.6, -2.5, -2.9], [-0.3, 0.9, 0.6], [1.9, 0.4, 0.5], [-1.3, -1.8, -1.2], [0.3, 0.3, 0.2], [0.3, -0.4, -0.4], [1.5, 0.3, 1.9], [0.2, 1.8, -0.2], [-2.7, -0.1, 0.4], [0.9, 1.7, 1.1], [3.1, -1.2, 1.2], [-2.3, 3.0, 0.7], [-0.9, -1.7, -1.1], [-1.6, 0.0, 0.0], [0.7, -0.5, 0.3], [1.0, 0.6, -0.3], [2.3, 1.4, -1.1], [-0.8, -0.8, -0.3], [-1.4, -0.4, 1.2], [-0.2, -1.4, -1.7], [-0.1, -0.3, 0.6], [0.6, 0.2, -0.7], [1.6, 2.5, -1.1], [-2.3, -0.4, 1.7], [-0.4, -1.4, 0.0], [-0.2, 0.6, -0.7], [0.8, -0.6, 0.6], [-0.5, -0.2, 0.3], [-1.5, -1.9, -2.8], [1.5, 1.7, 1.7], [-0.1, 0.9, 1.0]],
  "mulliken_charge": [0.156, 0.242, -0.595, 0.281, 0.131, -0.086, 0.306, 0.413, -0.636, 0.213, 0.186, -0.548, 0.309, 0.291, -0.618, 0.260, -0.648, -0.083, 0.942, 0.152, 0.264, -0.627, 0.290, 0.313, -0.596, 0.309, 0.329, -0.615, 0.304, 0.081, -0.449, 0.012, -0.196, 0.307, 0.331, -0.667, 0.301, 0.280, -0.640, 0.196, 0.071, -0.516, 0.282, 0.251, -0.468, 0.137, -0.972, 1.924, 0.318, 0.300, -0.686, -0.098, -0.159, 0.259, 0.227, -0.616, 0.279, -0.537, 0.291, 0.208, -0.500, 0.066, 0.095, -0.143, 0.276, 0.293, -0.681, 0.311, 0.231, -0.656, 0.276, 0.296, -0.648, 0.401, 0.214, -0.547, 0.319, 0.293, -0.658, 0.204, 0.291, -0.790, 0.222, 0.333, -0.660, -0.031, 0.417, -0.570, 0.232, -0.609, 0.346, 0.268, -0.621, 0.110, 0.301, 0.252, -0.021, -0.006, 0.310, -0.385, 0.115, 0.115, -0.627, 0.295, 0.310, -0.772, 0.398, 0.469, -0.420, -0.023, 0.400, -0.662, 0.570, 0.271, -0.479, 0.255, 0.268, -0.458, 0.226, 0.224]
}